No. 1
A structure of composition C35H36N5O3PdTe. Source: OMol25; level of theory: wB97M-V/def2-TZVPD.

The geometry in ORCA input format:
```
! wB97M-V def2-TZVPD RIJCOSX def2/J DEFGRID3
* xyz 0 4
Pd -0.4849 2.6465 -2.1435
C 3.8540 3.9959 -2.0450
C 4.0622 4.1922 -0.6892
C 3.0291 3.9452 0.2001
C 1.8087 3.4969 -0.2965
N 1.6182 3.3192 -1.6169
C 2.6085 3.5625 -2.4653
C 0.6562 3.1784 0.5971
C 0.7600 3.1002 1.9813
C -0.3577 2.7264 2.7089
C -1.5492 2.4499 2.0581
C -1.5877 2.5521 0.6711
N -0.4989 2.9091 -0.0126
C -2.7883 2.2051 -0.1454
C -4.0149 1.9021 0.4366
C -5.0779 1.5629 -0.3843
C -4.8959 1.5372 -1.7565
C -3.6468 1.8543 -2.2633
N -2.6247 2.1781 -1.4822
H 4.6336 4.1771 -2.7706
H 5.0193 4.5384 -0.3232
H 3.1745 4.1055 1.2572
H 2.3850 3.4005 -3.5128
H 1.6952 3.2858 2.4861
H -0.2946 2.6270 3.7840
H -2.4079 2.1205 2.6216
H -4.1434 1.9215 1.5078
H -6.0378 1.3168 0.0493
H -5.6987 1.2749 -2.4301
H -3.4451 1.8422 -3.3275
O -1.0557 4.7831 -2.6416
N -1.0374 4.6957 -3.8886
O -0.7331 3.5601 -4.3052
C -0.4369 0.1094 -4.3624
C -0.5044 -0.3375 -2.9016
O -0.9551 -1.4641 -2.6437
N -0.0020 0.5214 -2.0020
Te -0.0075 -0.3077 0.0461
C -0.9267 -1.4581 1.7072
C -2.2559 -1.8691 1.6234
C -3.0707 -1.8235 0.3567
C -2.8684 -2.4114 2.7571
C -2.1932 -2.5569 3.9567
C -2.8642 -3.1484 5.1651
C -0.8657 -2.1420 4.0168
C -0.2255 -1.5924 2.9145
C 1.2114 -1.1618 3.0373
C 1.4820 -1.7317 -0.4236
C 1.2045 -3.0913 -0.5714
C -0.1788 -3.6650 -0.4937
C 2.2650 -3.9618 -0.8215
C 3.5710 -3.5226 -0.9419
C 4.6950 -4.4791 -1.2249
C 3.8168 -2.1600 -0.8140
C 2.7959 -1.2562 -0.5556
C 3.1378 0.2052 -0.4344
H -1.3362 -0.2344 -4.8736
H 0.4169 -0.3894 -4.8252
H -0.3213 1.1833 -4.4993
H -2.5841 -1.2681 -0.4452
H -4.0504 -1.3801 0.5462
H -3.2399 -2.8364 -0.0164
H -3.8999 -2.7437 2.6866
H -3.8547 -3.5292 4.9186
H -2.9786 -2.4044 5.9562
H -2.2790 -3.9719 5.5768
H -0.3156 -2.2556 4.9461
H 1.5956 -1.3776 4.0347
H 1.3184 -0.0895 2.8511
H 1.8437 -1.6719 2.3077
H -0.8951 -2.9857 -0.9534
H -0.4754 -3.8492 0.5404
H -0.2143 -4.6132 -1.0300
H 2.0478 -5.0174 -0.9436
H 4.3370 -5.5070 -1.2649
H 5.4649 -4.4187 -0.4535
H 5.1717 -4.2513 -2.1800
H 4.8306 -1.7884 -0.9218
H 4.1919 0.3669 -0.6618
H 2.9430 0.5735 0.5771
H 2.5349 0.8008 -1.1222
*
```

Summary:
- Maximum force: 0.5 eV/Å
- Relative energy (zero: lowest compared OMol25 entry of this formula, charge and spin): 0.0 kcal per mole
- HOMO energy (alpha / beta): -0.2243 / -0.2765 Eh

=====

No. 2
A structure of composition C9H26Cr2F2N2O3 at a distorted geometry. Source: OMol25; level of theory: wB97M-V/def2-TZVPD.

The geometry in ORCA input format:
```
! wB97M-V def2-TZVPD RIJCOSX def2/J DEFGRID3
* xyz 2 9
Cr -3.6679 -3.2535 1.1340
Cr -3.3570 -0.0426 0.1012
F -2.2149 -1.8718 0.1550
F -4.7939 -1.3325 1.1116
C -3.6646 4.3806 0.2851
C -3.3514 3.0032 -0.2932
C -1.8619 2.5877 -0.2147
O -1.7088 1.2159 -0.4277
C -0.4059 0.8624 -0.8722
N -4.0885 1.9460 0.3572
H -3.1625 5.1385 -0.3162
H -3.4423 4.5666 1.3359
H -4.7018 4.6286 0.0593
H -3.6877 2.9388 -1.3280
H -1.4217 2.9173 0.7264
H -1.4365 3.2324 -0.9838
H -0.3210 0.9794 -1.9525
H -0.1967 -0.1833 -0.6470
H 0.4528 1.4044 -0.4760
H -4.0775 2.2656 1.3153
H -5.0784 2.0942 0.2216
C 4.7405 -0.0939 1.6329
C 4.3279 -1.4160 0.9477
C 3.1307 -1.2471 0.0464
O 1.9997 -0.8338 0.7999
C 1.2640 -1.9584 1.3250
N 5.4490 -1.9434 0.1749
H 5.3796 -0.2519 2.5016
H 3.9118 0.4464 2.0906
H 5.2201 0.6166 0.9597
H 4.1053 -2.2330 1.6340
H 2.8055 -2.0539 -0.6105
H 3.3451 -0.4461 -0.6611
H 1.8425 -2.5204 2.0583
H 0.9002 -2.7017 0.6157
H 0.3108 -1.5864 1.7005
H 5.1365 -2.8766 -0.0519
H 6.2179 -2.0350 0.8234
C -0.6947 -2.4036 -2.9338
O -0.0780 -2.6440 -1.6645
H 0.1193 -2.4940 -3.6531
H -1.5060 -3.1015 -3.1408
H -1.0917 -1.3886 -2.9189
H -0.6480 -2.3116 -0.9672
*
```

Summary:
- Maximum force: 3.4 eV/Å
- HOMO energy (alpha / beta): -0.4698 / -0.5002 Eh

=====

No. 3
The molecule C5H8N2O at a distorted geometry. Source: OMol25; level of theory: wB97M-V/def2-TZVPD.

The geometry in ORCA input format:
```
! wB97M-V def2-TZVPD RIJCOSX def2/J DEFGRID3
* xyz 0 1
C 0.8660 0.8137 1.6374
N -0.0523 1.5282 1.1238
C -0.8605 0.6375 0.1907
C -0.6310 0.9591 -1.2445
O 0.3695 0.0726 -1.7420
C 0.2199 -1.1786 -1.0634
C -0.1655 -0.8239 0.3809
N 1.0368 -0.4645 1.1153
H 1.5193 1.1671 2.4196
H -1.9382 0.6854 0.4428
H -1.4929 0.8401 -1.8759
H -0.3725 1.9953 -1.3283
H 1.2130 -1.6809 -1.0825
H -0.5154 -1.8000 -1.5940
H -0.7179 -1.6191 0.9089
H 1.5217 -1.1320 1.7112
*
```

Summary:
- Maximum force: 2.3 eV/Å
- Relative energy (zero: lowest compared OMol25 entry of this formula, charge and spin): 28.3 kcal per mole
- HOMO energy: -0.3299 Eh
- SMILES: C1=N[C@H]2COC[C@H]2N1

=====

No. 4
A structure of composition C5H6O2. Source: OMol25; level of theory: wB97M-V/def2-TZVPD.

The geometry in ORCA input format:
```
! wB97M-V def2-TZVPD RIJCOSX def2/J DEFGRID3
* xyz 0 1
O 0.6269 -1.6180 -0.6390
C 1.3349 -0.3773 -0.4816
C 0.0125 0.4105 -0.5631
C -0.6204 -0.9835 -0.3791
O -1.0577 -1.1697 0.9252
C -0.2607 1.4496 0.4161
C -0.4713 2.3335 1.2047
H -1.1424 -2.1250 1.0585
H 1.8294 -0.3056 0.4930
H 2.0574 -0.2196 -1.2869
H -0.1601 0.7820 -1.5774
H -1.3782 -1.2984 -1.1107
H -0.6667 3.0936 1.9285
*
```

Summary:
- Maximum force: 0.5 eV/Å
- Relative energy (zero: lowest compared OMol25 entry of this formula, charge and spin): 66.5 kcal per mole
- HOMO energy: -0.3679 Eh

=====

No. 5
A cluster of 2 separate species, C3H6N2O in total at a distorted geometry. Source: OMol25; level of theory: wB97M-V/def2-TZVPD.

The geometry in ORCA input format:
```
! wB97M-V def2-TZVPD RIJCOSX def2/J DEFGRID3
* xyz 0 1
N -0.7467 -2.4894 0.4245
C -0.2638 -1.5343 -0.0182
C 0.3113 -0.3378 -0.6253
C -0.5604 0.6114 -1.3431
N -0.0222 1.1014 -0.1097
H 1.3379 -0.4982 -0.9454
H -1.6272 0.4335 -1.3139
H -0.1797 1.0085 -2.2714
H 0.7545 1.7543 -0.2785
O 0.7089 0.0418 2.2647
H 0.1360 0.6210 1.7273
H 0.1514 -0.7122 2.4891
*
```

Summary:
- Maximum force: 1.3 eV/Å
- Relative energy (zero: lowest compared OMol25 entry of this formula, charge and spin): 59.1 kcal per mole
- HOMO energy: -0.3993 Eh
- SMILES: N#C[C@H]1CN1.O

=====

No. 6
A structure of composition C6H10N2O at a distorted geometry. Source: OMol25; level of theory: wB97M-V/def2-TZVPD.

The geometry in ORCA input format:
```
! wB97M-V def2-TZVPD RIJCOSX def2/J DEFGRID3
* xyz 0 1
C 2.8619 -1.0370 -0.1163
C 1.3215 -0.8440 -0.3552
C 0.2479 -0.7794 0.6289
C -1.3161 -0.3538 0.5140
C -1.7859 1.0777 0.6646
C -2.3038 0.0875 -0.6788
H 1.9208 1.1193 -0.3581
H 3.1383 1.9632 0.5303
H 3.1307 -2.2343 0.2409
H 1.0680 -0.6686 -1.5272
H 0.3474 -0.9773 1.7893
H -2.0155 -1.1440 0.9945
H -1.1622 1.8555 0.3045
H -2.6314 1.6375 1.3480
H -2.0016 0.4681 -1.7665
H -3.7120 -1.0984 -1.0680
N 2.9730 1.2824 -0.5564
N 3.5317 -0.0199 -0.0486
O -3.6125 -0.3343 -0.5399
*
```

Summary:
- Maximum force: 6.7 eV/Å
- Relative energy (zero: lowest compared OMol25 entry of this formula, charge and spin): 193.1 kcal per mole
- HOMO energy: -0.3368 Eh